No. 1
C34H38AsN3O2RhSSi2 as an isolated structure, computed with ωB97M-V with the def2-TZVPD basis set.

Atoms and positions in Å:
1 Rh -1.6748 0.0751 0.6213
2 As 2.2731 2.0176 -1.1423
3 S -1.0241 1.6647 -1.3127
4 Si -2.7131 -0.6811 2.5296
5 Si -3.5990 -0.6738 -0.4141
6 O -0.7732 -2.6089 1.0745
7 O -0.6315 -1.9328 -1.0389
8 N 2.3394 1.8593 3.0771
9 N 0.0597 0.8911 1.8222
10 N 1.9088 3.9796 2.2382
11 C -5.1010 -2.2858 3.0891
12 C 4.2417 -1.6284 1.1779
13 C 0.3953 2.1630 1.7393
14 C 3.0941 0.4794 -0.2516
15 C 1.3776 1.0666 -2.5874
16 C -0.9663 -1.6750 0.0950
17 C 4.7285 4.3284 -3.6383
18 C 3.6982 3.8139 -2.8658
19 C -4.6817 -1.6715 0.7896
20 C 5.9384 3.6517 -3.7208
21 C -0.2668 -3.8636 0.6242
22 C -4.6246 0.8599 -0.8573
23 C 3.8468 2.6117 -2.1751
24 C 0.1129 -0.2431 -4.6830
25 C -6.2467 -2.9704 2.7143
26 C -3.5304 -1.7216 -1.9825
27 C 6.1026 2.4596 -3.0315
28 C 1.9767 0.5777 3.1575
29 C -1.8272 -1.6595 3.8975
30 C 3.2248 -1.8711 0.2667
31 C -0.0215 0.9667 -2.5779
32 C -4.3040 -1.6401 2.1382
33 C -0.6283 0.3263 -3.6684
34 C 2.1209 0.4848 -3.6145
35 C 0.8558 0.0777 2.5315
36 C 2.6494 -0.8243 -0.4466
37 C 1.5573 2.6483 2.3575
38 C -6.6147 -3.0145 1.3738
39 C 4.6837 -0.3267 1.3840
40 C -5.8410 -2.3646 0.4252
41 C -3.2617 0.9197 3.4066
42 C 4.1056 0.7171 0.6789
43 C 1.5031 -0.1797 -4.6583
44 C 5.0632 1.9426 -2.2667
45 H -3.9299 0.6910 4.2436
46 H -2.7827 -1.3501 -2.6787
47 H 5.4717 -0.1249 2.0997
48 H 2.0941 -0.6289 -5.4468
49 H -4.8218 -2.2594 4.1388
50 H -6.1423 -2.4018 -0.6179
51 H 4.4436 1.7326 0.8574
52 H 0.7239 -3.7525 0.1865
53 H 3.2025 0.5568 -3.5986
54 H -1.7074 0.2874 -3.6938
55 H 2.8786 4.1439 2.4612
56 H -1.0938 -1.0303 4.4106
57 H 6.7473 4.0516 -4.3198
58 H -0.3948 -0.7432 -5.4998
59 H -7.5056 -3.5559 1.0748
60 H 4.5893 5.2592 -4.1748
61 H -4.5080 -1.7206 -2.4750
62 H -4.1523 1.3772 -1.6951
63 H 2.8750 -2.8835 0.1041
64 H 4.6868 -2.4484 1.7282
65 H -3.7998 1.5900 2.7308
66 H -2.5411 -2.0085 4.6496
67 H -0.2181 2.8051 1.1190
68 H -5.6452 0.5751 -1.1333
69 H 2.7559 4.3492 -2.8047
70 H -0.2206 -4.4987 1.5074
71 H 7.0416 1.9223 -3.0935
72 H -6.8531 -3.4720 3.4604
73 H 0.5735 -0.9641 2.5864
74 H 5.2038 1.0040 -1.7438
75 H 2.6225 -0.0797 3.7268
76 H -0.9284 -4.3023 -0.1224
77 H -2.3955 1.4588 3.8019
78 H -3.2638 -2.7534 -1.7449
79 H -1.3133 -2.5206 3.4812
80 H -4.6893 1.5660 -0.0248
81 H 1.6220 4.4113 1.3728
82 H 1.8487 -1.0289 -1.1494

Computed properties:
Charge   -1
HOMO-LUMO gap   6.922 eV
E_HOMO   -4.3 eV

***

No. 2
C34H38CrN2O3P as an isolated structure in a non-equilibrium geometry, computed with ωB97M-V with the def2-TZVPD basis set.

Atoms and positions in Å:
1 Cr -0.1745 -4.8046 0.8642
2 P -1.7990 1.6925 -1.2490
3 O -0.7307 -5.9847 -1.9126
4 O -0.0644 -2.3268 -0.9282
5 O -3.1288 -4.1050 0.4862
6 N -1.8749 3.3776 -1.2591
7 N -3.1865 1.6207 -0.2920
8 C -1.1682 5.6755 -1.6755
9 C 2.3559 -1.7564 0.9635
10 C 3.1874 2.4772 3.5280
11 C -2.3503 3.8530 0.0358
12 C -0.0678 -3.2607 -0.2239
13 C 1.8524 -5.3528 1.3398
14 C -2.8386 -0.6426 0.5713
15 C 4.4247 0.2890 -2.9267
16 C 3.5154 -0.6106 -0.8299
17 C 1.0556 -6.4826 1.5238
18 C 3.2786 2.8562 2.1819
19 C 2.9561 0.5407 1.4434
20 C 4.2987 -2.0967 -2.6413
21 C 3.7505 -1.9053 -1.3744
22 C -0.3913 -5.2203 2.9972
23 C 3.9252 0.4857 -1.6327
24 C -4.5639 -0.1817 -1.1974
25 C 2.8550 0.1909 2.8207
26 C 0.4700 3.7664 -1.8641
27 C -0.9817 4.2172 -2.0674
28 C -2.0326 -4.4142 0.7506
29 C -4.9417 0.6394 1.0958
30 C 2.9955 1.1274 3.8377
31 C -3.8664 0.3656 0.0552
32 C 2.8656 -0.5439 0.4751
33 C 4.5879 -0.9961 -3.4494
34 C -3.1905 2.7345 0.6501
35 C 1.5208 -4.1124 1.9364
36 C -0.0982 -6.4122 2.3188
37 C 0.4007 -4.0937 2.8027
38 C -1.3807 4.0798 -3.5439
39 C 2.0910 -2.8362 1.4815
40 C 3.0992 1.9215 1.1608
41 C -0.4552 -5.6543 -0.8291
42 H -3.3447 -1.5664 0.8792
43 H 4.4680 -3.1106 -3.0049
44 H 3.8669 1.4981 -1.2550
45 H -2.4145 4.4296 -3.6861
46 H 0.6414 2.7470 -2.2430
47 H -5.5224 -0.2801 1.2517
48 H 3.4686 3.8992 1.9316
49 H 2.6879 -0.8606 3.0732
50 H 4.6762 1.1549 -3.5372
51 H 3.0473 2.2864 0.1323
52 H -4.2136 3.0903 0.8413
53 H 1.1447 4.4527 -2.3943
54 H 0.1309 -3.1348 3.2597
55 H -5.0900 -1.1135 -0.9404
56 H -4.5194 0.9363 2.0645
57 H 0.7275 3.7844 -0.7946
58 H -0.7295 4.7206 -4.1580
59 H -0.5337 1.1892 -0.4942
60 H 2.7142 -5.3916 0.6619
61 H -0.5912 6.3047 -2.3677
62 H -0.8113 5.8835 -0.6581
63 H 1.3004 -7.4170 1.0067
64 H -2.2252 5.9730 -1.7595
65 H -1.3062 3.0513 -3.9192
66 H -2.9569 4.7636 -0.0715
67 H 3.4996 -2.7739 -0.7636
68 H -2.7425 2.4163 1.6075
69 H -5.6389 1.4164 0.7463
70 H -5.3201 0.5375 -1.5467
71 H -1.4931 4.0739 0.6949
72 H -1.2809 -5.1580 3.6317
73 H -3.8717 -0.3915 -2.0224
74 H 4.9669 -1.1399 -4.4662
75 H 3.2847 3.2196 4.3232
76 H 2.9321 0.8083 4.8799
77 H -2.0965 -0.9056 -0.1963
78 H -2.3049 -0.2251 1.4379
79 H -0.7507 -7.2854 2.4315

Computed properties:
Charge   +2
HOMO-LUMO gap (spin up / spin down)   6.394 / 4.789 eV
E_HOMO (spin up / spin down)   -11.7 / -13.4 eV
Multiplicity   4

***

No. 3
C34H38IrN4O5Te as an isolated structure, computed with ωB97M-V with the def2-TZVPD basis set.

Atoms and positions in Å:
1 Ir 1.1517 1.8995 0.4079
2 Te -0.8644 -0.6367 -0.9575
3 O -2.0860 4.2609 -0.2360
4 O 4.7815 3.6827 0.8584
5 O 3.2187 2.0873 0.6083
6 O -0.8091 2.4231 -0.0392
7 O 1.5517 -0.5056 2.6151
8 N 1.3377 3.8744 0.3313
9 N -0.2443 2.3957 2.9364
10 N 1.0068 -0.1577 0.4108
11 N 1.0135 2.0102 2.3978
12 C -4.7877 -4.8953 -3.8433
13 C 1.2044 -4.6183 2.2523
14 C 0.8500 3.2471 5.0258
15 C 1.6864 -3.0012 0.0586
16 C 1.7714 -4.3799 -0.0676
17 C -0.2736 2.4028 4.4174
18 C 0.6899 -2.1737 -3.0979
19 C 1.2291 1.5340 -2.3932
20 C 2.4439 -1.3474 -4.5090
21 C -2.7406 -1.7668 -3.1134
22 C 2.2932 -0.0933 -3.9412
23 C 1.6347 -2.3914 -4.0881
24 C 1.3549 -2.4184 1.2730
25 C 0.2264 4.5780 0.1353
26 C -1.0192 3.7147 -0.0634
27 C 1.3463 0.1426 -2.9468
28 C 1.5188 -5.1939 1.0269
29 C -3.8707 -3.9186 -3.1604
30 C -3.5843 -2.6836 -3.7299
31 C 1.2889 -0.9208 1.4520
32 C 3.6402 3.3226 0.6836
33 C -2.4765 -0.4561 -3.8070
34 C 0.3072 5.9587 0.1120
35 C 2.5484 4.3881 0.5057
36 C -0.1966 0.9642 4.9194
37 C -2.4450 -3.3380 -1.2804
38 C -1.8804 -3.7607 0.0524
39 C 0.5459 -0.9194 -2.5148
40 C 2.6973 5.7623 0.4918
41 C -3.2958 -4.2247 -1.9370
42 C 1.1361 -3.2400 2.3770
43 C -2.1598 -2.1125 -1.8833
44 C 1.5592 6.5421 0.2941
45 C -1.6269 3.0114 4.7700
46 H -1.2269 -4.6276 -0.0574
47 H 1.9309 -2.3673 -0.7805
48 H -1.6927 4.0489 4.4321
49 H -1.2942 -2.9787 0.5333
50 H 3.1868 -1.5055 -5.2797
51 H -2.6854 -4.0446 0.7326
52 H 2.9179 0.7262 -4.2761
53 H -5.1661 -4.4923 -4.7819
54 H -1.7730 3.0011 5.8500
55 H -3.5151 -5.1798 -1.4695
56 H -0.5895 6.5398 -0.0486
57 H 1.7684 2.2528 -3.0081
58 H 1.6475 7.6205 0.2836
59 H 1.0218 -5.2475 3.1142
60 H 0.7172 3.3211 6.1057
61 H 1.7741 1.5879 -1.4198
62 H -2.4304 2.4444 4.3003
63 H 1.5833 -6.2706 0.9315
64 H 1.7363 -3.3754 -4.5273
65 H 3.6814 6.1871 0.6296
66 H 0.7805 0.5156 4.7431
67 H -0.4642 3.3234 2.5876
68 H -4.0352 -2.4218 -4.6812
69 H -4.2704 -5.8308 -4.0625
70 H -0.9455 0.3514 4.4181
71 H -1.4449 -0.3983 -4.1626
72 H -0.3845 0.9416 5.9944
73 H 1.2490 0.9771 2.6321
74 H -3.1333 -0.3463 -4.6689
75 H 2.0465 -4.8170 -1.0201
76 H 1.7866 2.5842 2.7489
77 H -2.6436 0.3978 -3.1471
78 H 0.0503 -2.9885 -2.7830
79 H 0.9076 -2.7775 3.3274
80 H 0.8431 4.2623 4.6189
81 H 1.8369 2.8085 4.8630
82 H -5.6433 -5.1369 -3.2107
83 H 0.1986 1.8662 -2.2654

Computed properties:
Charge   0
HOMO-LUMO gap (spin up / spin down)   6.905 / 6.676 eV
E_HOMO (spin up / spin down)   -7.3 / -8.0 eV
Multiplicity   2

***

No. 4
C34H38N6O6P2Pd as an isolated structure in a non-equilibrium geometry, computed with ωB97M-V with the def2-TZVPD basis set.

Atoms and positions in Å:
1 Pd -1.0570 -0.6086 -2.4608
2 P -1.9009 -0.1767 -0.0218
3 P 1.2086 0.9570 -0.0564
4 O 2.8403 -1.9755 1.5429
5 O 1.6712 1.8769 6.3805
6 O 5.4352 -3.9430 5.0707
7 O 1.9868 0.1373 1.6913
8 O 5.3844 -3.1670 7.1420
9 O 2.7800 0.8699 8.0009
10 N -3.4368 -1.1659 -0.1379
11 N 5.0515 -3.1152 5.9411
12 N 2.1541 0.1737 -1.3763
13 N 2.4062 0.9579 6.8091
14 N -2.6401 0.8560 1.4195
15 N 2.3391 2.1810 0.2903
16 C -1.1308 -1.0394 -5.4274
17 C -0.6037 -1.3809 0.8097
18 C -2.6155 -1.3805 -3.4474
19 C -0.3320 -0.5341 -4.2892
20 C -3.8439 2.2321 2.7798
21 C -1.5462 1.4701 -0.9091
22 C 2.8734 -0.5220 -3.4360
23 C -3.1176 -2.5104 -0.3213
24 C 2.5713 -0.9398 2.1618
25 C -3.0915 -0.0549 -3.3827
26 C -2.9435 1.0301 -4.4085
27 C 3.7101 -1.0690 6.3749
28 C 2.9073 -1.6403 -2.5292
29 C -3.4911 1.0684 3.5221
30 C 2.4817 -0.0279 4.5367
31 C 2.4328 0.5687 -2.6833
32 C 3.1593 2.9257 -0.5827
33 C 2.6344 -1.1444 -1.2614
34 C -0.0802 1.9804 -0.8921
35 C 2.9450 -0.9826 3.6345
36 C -4.2314 -3.2372 -0.6849
37 C -0.5388 0.7848 -3.8482
38 C -3.2970 2.0791 1.4957
39 C -4.8087 -1.0446 -0.4408
40 C 3.7675 -2.0238 4.1208
41 C 2.8523 -0.0599 5.9038
42 C -2.0640 -1.9867 -4.6967
43 C 3.6801 3.4679 1.5663
44 C 4.0201 3.6820 0.1906
45 C -5.3203 -2.3009 -0.7591
46 C 4.1697 -2.0664 5.4857
47 C -2.7349 0.2545 2.6629
48 C -1.5998 1.7435 -4.3650
49 C 2.6115 2.5999 1.6052
50 H -3.3198 2.8047 0.6825
51 H -3.1300 0.6650 -5.4400
52 H 4.1566 -2.7886 3.4480
53 H 0.3012 1.3225 -3.3918
54 H -2.9175 -2.2456 -5.3034
55 H -0.1073 2.9395 -0.3618
56 H 0.3157 2.2310 -1.8860
57 H 4.7601 4.3451 -0.2167
58 H -6.3500 -2.5379 -1.0095
59 H 2.0679 2.1885 2.4459
60 H 1.8587 0.7658 4.1388
61 H 3.1839 -0.4436 -4.4809
62 H 2.4893 1.6177 -2.9268
63 H -4.4699 3.0559 3.0677
64 H -3.9356 0.1366 -2.7217
65 H -0.1041 -0.5583 1.3952
66 H -0.4857 -1.5916 -6.1094
67 H -2.2276 -0.6785 2.8664
68 H 4.1274 3.8829 2.4511
69 H 2.5706 -1.6714 -0.3378
70 H 0.2359 -2.0451 0.3309
71 H -2.0943 -2.7970 -0.1475
72 H -2.2135 2.2666 -0.6051
73 H -1.7061 -0.2710 -5.9334
74 H -2.8589 -2.0976 -2.6633
75 H -3.7260 1.7819 -4.1839
76 H -5.3244 -0.1074 -0.3157
77 H 4.0520 -1.0389 7.4128
78 H 3.0832 2.8372 -1.6571
79 H -4.2356 -4.2959 -0.9135
80 H -3.8023 0.8046 4.5160
81 H -1.6692 2.6302 -3.6994
82 H -1.3706 2.1157 -5.3771
83 H -1.8495 1.3237 -1.9576
84 H 0.6918 -0.8873 -4.2234
85 H -1.3385 -1.9181 1.4422
86 H 3.2243 -2.6640 -2.7231
87 H -1.5306 -2.8766 -4.3323

Computed properties:
Charge   0
HOMO-LUMO gap (spin up / spin down)   4.646 / 4.036 eV
E_HOMO (spin up / spin down)   -6.1 / -6.8 eV
Multiplicity   3

***

No. 5
C34H38N7Ru as an isolated structure in a non-equilibrium geometry, computed with ωB97M-V with the def2-TZVPD basis set.

Atoms and positions in Å:
1 Ru 0.9523 0.3445 0.2021
2 N -2.2398 0.3764 0.4238
3 N 3.5588 1.6414 -0.1555
4 N 0.0709 2.2461 0.0776
5 N 2.4064 0.7337 -3.9414
6 N 0.9001 0.3055 2.2527
7 N 1.9612 0.8114 -1.6370
8 N 2.6886 1.2032 0.7601
9 C 1.9064 0.9031 2.9424
10 C -3.2741 -2.3819 -2.8884
11 C 1.2182 -3.6095 1.1590
12 C 0.5434 -1.5115 0.0728
13 C 5.7546 2.2615 -4.5774
14 C -0.2009 4.4768 0.0570
15 C 4.0958 1.5743 -2.4931
16 C 0.7166 0.6971 4.9863
17 C -5.7437 -1.9477 0.4281
18 C 1.5722 0.6141 -2.8857
19 C 3.6649 1.4562 -3.7832
20 C -1.3146 2.4959 -0.0705
21 C 0.6925 3.4628 0.1804
22 C -0.1156 -0.2485 2.9167
23 C -3.5949 -1.4723 -0.5593
24 C 2.9831 -2.2936 -0.0524
25 C 4.4571 1.8669 -4.8517
26 C -3.9740 0.3532 2.7696
27 C -3.3707 -0.4810 0.4696
28 C 3.2014 1.3556 -1.4132
29 C 1.1165 -3.4531 -1.3186
30 C -2.3944 1.5787 -0.1214
31 C -0.2256 -0.0510 4.2854
32 C 5.4068 1.8805 -2.2107
33 C 6.2334 2.3036 -3.2596
34 C -5.1937 1.0504 3.4479
35 C 1.8307 1.1597 4.2953
36 C 1.5126 -2.6930 -0.0605
37 C 2.8835 1.3983 2.0386
38 C -5.4962 -1.1195 1.4737
39 C -4.7847 -2.1181 -0.5852
40 C -1.4788 3.8980 -0.0598
41 C -2.5677 -1.8919 -1.5975
42 C -4.3019 -0.4409 1.5319
43 H -1.0157 -0.6005 4.8681
44 H 2.1155 -4.1979 1.4494
45 H 1.5728 -4.4806 -1.3729
46 H 7.2225 2.7449 -3.0850
47 H -4.1384 -1.7728 -3.2250
48 H -3.1987 1.1239 2.5954
49 H -3.4733 -0.3505 3.4913
50 H -5.9538 0.2806 3.6857
51 H -6.7164 -2.4903 0.3086
52 H 1.3145 -2.8519 -2.2027
53 H -0.5417 -1.7673 0.0278
54 H -0.7655 -0.7542 2.2815
55 H 0.4190 -4.3472 0.9597
56 H -0.0073 -3.5216 -1.1734
57 H -6.2737 -1.1420 2.2648
58 H 3.3806 -1.8228 -0.9437
59 H -2.1094 -2.8554 -1.2013
60 H 1.7694 3.5698 0.2353
61 H 3.1425 -1.6490 0.8098
62 H 0.0004 5.5252 0.0337
63 H 2.1915 0.2403 -4.8302
64 H 2.6240 1.6825 4.8723
65 H 6.4456 2.4719 -5.3713
66 H -5.0287 -2.8377 -1.3780
67 H -5.7428 1.7304 2.8296
68 H -4.8787 1.5649 4.3596
69 H 0.7511 0.8439 6.0247
70 H -2.5423 -2.2944 -3.7038
71 H 0.5571 0.3088 -3.0279
72 H -2.4514 4.3314 -0.2385
73 H -3.3960 1.8540 -0.5313
74 H 3.5752 -3.2392 0.1292
75 H 5.6998 2.0098 -1.1786
76 H -3.5446 -3.4117 -2.8064
77 H -1.8156 -1.1351 -1.8013
78 H 4.0401 1.8500 -5.8877
79 H 3.8398 1.7897 2.4259
80 H 0.8759 -3.1350 2.0577

Computed properties:
Charge   0
HOMO-LUMO gap (spin up / spin down)   5.490 / 6.457 eV
E_HOMO (spin up / spin down)   -5.5 / -7.4 eV
Multiplicity   6

***

No. 6
C34H39CaCl3FN5O3S as an isolated structure, computed with ωB97M-V with the def2-TZVPD basis set.

Atoms and positions in Å:
1 Ca -0.6026 0.8008 0.4589
2 Cl 4.0674 4.8286 -0.2278
3 Cl 1.3525 5.9262 -0.2746
4 Cl 2.3233 4.3558 -3.1250
5 S 1.8742 0.0375 -2.8235
6 F 4.2367 -6.6157 -0.0555
7 O -1.1753 1.9027 2.2790
8 O 1.2143 0.7485 2.2384
9 O -0.5457 3.4237 3.7995
10 N -3.0789 0.8448 0.0493
11 N -1.2757 -1.3579 1.7417
12 N 1.4369 2.2548 -0.1952
13 N -1.3568 -0.9494 -1.3280
14 N -1.3847 2.4592 -1.3856
15 C -3.0072 4.2027 -1.5549
16 C 1.5606 0.0412 -4.5989
17 C -3.3315 2.2937 0.0479
18 C -3.7624 0.2629 1.2150
19 C -0.2912 -3.1563 2.9875
20 C 1.8739 3.3201 -0.3256
21 C 2.5919 -4.9454 0.1457
22 C 3.2593 -2.5985 0.0728
23 C -1.5420 -3.7160 3.1893
24 C 3.4141 0.9720 -2.7858
25 C 2.2675 -3.6079 0.1872
26 C 0.9198 1.5819 3.3970
27 C 2.3985 4.5992 -0.4805
28 C -0.6505 3.0746 -2.3173
29 C -2.6492 -0.9346 -1.6594
30 C 3.9202 -5.3081 -0.0133
31 C -1.0336 4.2707 -2.9025
32 C 4.6023 -3.0307 -0.0866
33 C -3.7133 -1.2589 1.3341
34 C -3.4953 0.2362 -1.2142
35 C -0.5963 -1.9559 -1.7688
36 C -2.4204 -2.9674 -2.9043
37 C -2.5455 3.0125 -1.0197
38 C 2.1052 2.4848 3.6762
39 C 4.9311 -4.3661 -0.1304
40 C -2.6452 -3.0731 2.6627
41 C -0.3700 2.4134 3.1402
42 C -2.4828 -1.8962 1.9328
43 C -2.2298 4.8443 -2.5084
44 C -3.2150 -1.9325 -2.4468
45 C 2.9374 -1.2413 0.1047
46 C -1.0781 -2.9826 -2.5586
47 C 0.6378 0.6391 4.5572
48 C -0.2123 -1.9780 2.2720
49 H -1.6581 -4.6316 3.7544
50 H -4.5581 -1.5493 1.9612
51 H -4.2684 -1.8925 -2.6929
52 H -3.0369 2.6737 1.0305
53 H -2.5554 5.7837 -2.9364
54 H -0.2090 -0.0061 4.3170
55 H 1.8630 3.1572 4.4948
56 H 2.3264 3.1013 2.8001
57 H -0.4133 -3.7674 -2.8911
58 H -3.4220 0.9902 -2.0004
59 H 1.2326 -3.3142 0.3150
60 H 5.9535 -4.6961 -0.2549
61 H 1.4392 1.0621 -4.9588
62 H -0.3663 4.7355 -3.6137
63 H 1.9188 1.1863 1.7441
64 H 3.6683 1.1128 -1.7362
65 H 0.6061 -3.6111 3.3832
66 H 4.2075 0.4102 -3.2787
67 H -3.6380 -3.4761 2.8139
68 H -2.8423 -3.7515 -3.5195
69 H 0.7444 -1.4902 2.1338
70 H -3.9083 -1.7295 0.3660
71 H 1.9101 -0.9191 0.1985
72 H -3.9498 4.6182 -1.2232
73 H -4.8262 0.5440 1.1722
74 H 0.3912 1.2188 5.4456
75 H 5.3799 -2.2832 -0.1804
76 H 3.6944 -0.4790 -0.0040
77 H -4.5502 -0.0688 -1.1778
78 H 1.8368 -5.7154 0.2331
79 H 3.2720 1.9554 -3.2297
80 H -3.3338 0.7243 2.1069
81 H 0.2923 2.6168 -2.5867
82 H 2.9868 1.8943 3.9345
83 H 0.4508 -1.9246 -1.4942
84 H 0.6403 -0.5159 -4.7702
85 H 1.5145 0.0208 4.7597
86 H -4.4037 2.5029 -0.0834
87 H 2.3774 -0.4460 -5.1298

Computed properties:
Charge   0
HOMO-LUMO gap (spin up / spin down)   7.013 / 6.353 eV
E_HOMO (spin up / spin down)   -7.6 / -7.1 eV